{
  "formula": "C39H72N5O4",
  "method": "ωB97M-V/def2-TZVPD",
  "species": ["H", "C", "C", "C", "C", "H", "H", "H", "C", "H", "C", "N", "H", "H", "H", "C", "H", "H", "C", "H", "C", "H", "H", "N", "H", "O", "C", "C", "H", "H", "H", "C", "H", "C", "H", "C", "C", "H", "H", "H", "C", "H", "C", "H", "H", "C", "C", "H", "H", "H", "C", "C", "H", "H", "H", "H", "H", "C", "N", "H", "H", "H", "C", "H", "H", "H", "C", "N", "H", "C", "C", "H", "H", "H", "C", "H", "H", "H", "H", "H", "C", "C", "H", "H", "H", "C", "H", "O", "H", "C", "H", "H", "C", "H", "N", "H", "C", "H", "C", "H", "C", "H", "H", "C", "C", "H", "H", "H", "H", "O", "H", "H", "H", "H", "H", "C", "O", "H", "H", "C"],
  "positions_angstrom": [[-0.57224, 0.72704, 4.19483], [-0.11447, -1.51964, 0.59942], [5.45991, 3.34713, 1.17918], [8.10552, -3.32011, -1.90011], [1.32128, -1.13045, 0.28606], [-3.21833, 2.56266, -7.00970], [1.68579, -1.07129, -0.78758], [4.92739, -4.42441, -2.31157], [3.74724, -0.44915, 1.43101], [-5.79700, 3.41521, 3.13199], [3.70103, 3.03769, -0.88601], [-1.93623, 1.07731, -6.27357], [8.06132, -4.10159, -2.66166], [0.88478, 1.95247, 4.22138], [7.37651, -2.54861, -2.15094], [5.10253, 1.90022, 1.69140], [3.10491, -0.16202, 4.04804], [-0.01592, 1.94688, -0.69166], [2.15794, -0.80702, 4.20572], [-2.16082, -1.80859, -0.43697], [-1.04079, -1.88082, -0.68927], [-4.95563, 0.43320, 1.00907], [8.82832, -4.33346, -0.16268], [0.04827, -1.35864, 2.80415], [-3.40444, -0.25179, -8.23007], [-2.43001, 3.17257, 7.49375], [-2.60819, 1.00815, -4.97873], [1.28342, -0.05701, 5.32550], [4.79953, -4.98781, 0.22014], [4.32066, -0.67218, 2.40867], [-7.19079, 0.22218, 1.87463], [5.47332, -4.23061, -0.19809], [4.22199, -1.16467, 0.65191], [6.85675, -6.03365, -1.08409], [-4.09269, 1.19013, -8.96756], [-1.12130, 0.60106, -1.69486], [7.89468, -3.86196, -0.48758], [-7.13951, 1.58150, 0.76109], [0.45097, 1.64695, 6.96369], [7.77065, -3.01681, 0.19927], [-2.73096, 1.64593, -7.35955], [5.01057, 4.91150, -0.51595], [-1.17323, -0.12388, -6.59460], [-2.04466, 1.99129, -8.14040], [-9.35816, 1.98693, 0.85937], [0.34177, 1.12107, 4.78200], [3.34742, 1.59482, -0.37134], [-4.55382, 1.08656, 6.34121], [5.47743, -3.42269, 0.54312], [-1.82765, -0.98534, -6.77902], [5.89382, 1.40085, 2.98539], [-8.80795, 1.92863, 2.97976], [-9.01671, 0.87104, 3.17882], [-1.47177, -1.29705, -2.78953], [-4.67720, 0.66139, -7.40087], [-0.39666, -1.43293, 3.74533], [6.68592, -5.82749, -2.14811], [-0.30380, 1.83097, 6.10365], [6.80721, -4.81538, -0.28101], [-9.12462, 2.45014, 3.88927], [5.29509, 0.67726, 3.64917], [3.78231, -3.51359, -1.33191], [4.04866, 1.03285, 0.90709], [2.50918, -1.84646, 4.53996], [-0.84881, -3.00155, -0.90707], [6.22860, 3.97408, 1.74788], [-3.70260, -0.04398, -4.80561], [-7.36310, 2.07645, 2.81761], [5.29834, -2.76518, -1.80409], [-0.23356, 0.04400, -7.78253], [2.21071, -0.83580, 1.51280], [8.36390, -7.04318, 0.11270], [6.04863, -6.69935, -0.76094], [-0.78003, 0.18875, -8.71815], [-5.29058, 1.15126, 1.76259], [-6.39100, 5.20889, 1.73539], [6.81179, 0.80195, 2.61349], [-3.86158, 2.01924, 4.85598], [8.08517, -7.76123, -1.47752], [3.19260, 3.39976, -1.83967], [-0.74764, -0.94780, -1.95692], [-7.03933, 4.33110, 1.65299], [-0.40091, 2.96222, 6.00184], [-10.71687, 2.00215, 1.97810], [-6.77056, 3.81690, 0.72758], [-6.81214, 1.24293, 1.75192], [-3.02161, 1.99180, -4.73262], [-2.36098, 0.87392, -1.59280], [6.28324, 2.29586, 3.58924], [1.39980, -1.01950, 2.80208], [-4.82228, 2.11084, 1.52623], [-4.92072, 0.81330, 2.73519], [-3.78077, 0.75085, -8.01524], [2.58396, 0.97312, -0.94989], [-0.79448, -1.62386, 1.81088], [9.01011, -6.26923, -1.34844], [-6.86518, 3.44978, 2.88832], [-7.31708, 3.95619, 3.74846], [4.84818, -3.70869, -1.49133], [-4.61957, 0.23933, -5.32338], [4.76323, 3.87519, -0.09262], [-3.95495, -0.13977, -3.74504], [0.68083, -0.86726, 5.88413], [-2.56295, 2.16806, 6.75311], [8.15688, -6.81449, -0.93611], [0.37977, -0.85326, -7.90102], [-4.66407, 2.92355, 6.24916], [-9.76741, 3.46025, 1.75917], [0.43959, 0.89326, -7.63763], [-0.17350, 1.66035, -1.61855], [0.30378, -1.06914, -2.40571], [9.09379, -2.85587, -1.97011], [-0.54945, -0.38400, -5.73106], [-1.84904, 0.82926, -4.21302], [1.98311, 0.40693, 6.10722], [-9.70000, 2.37340, 1.82169], [-1.54369, 1.18606, 6.52639], [-3.39204, -1.03100, -5.15604], [-8.06060, 4.70135, 1.56091], [-3.98548, 2.02532, 5.99003]],
  "forces_ev_per_a": [[1.611, 0.755, 0.645], [-0.925, -0.046, -1.798], [-2.930, -2.526, -2.165], [0.096, 0.238, -0.127], [0.010, 0.155, 4.643], [0.108, -0.152, 0.213], [-0.572, -0.174, 1.702], [0.017, 0.052, 0.059], [0.349, -0.354, -0.705], [-0.032, -0.130, -0.071], [1.704, -2.275, 3.487], [0.011, 0.184, 0.324], [-0.017, 0.014, 0.067], [-0.525, -1.412, 0.506], [0.007, -0.089, -0.094], [-1.254, 1.596, -2.309], [-1.672, -1.161, -0.171], [-0.486, -0.209, -0.718], [-0.129, 0.418, -0.386], [1.841, 0.089, -0.098], [0.292, 0.042, 0.749], [-0.062, 0.069, 0.014], [-0.141, -0.097, -0.042], [2.262, 0.449, 1.440], [0.011, 0.046, 0.034], [0.492, -4.051, -2.734], [0.073, -0.005, -0.086], [-0.144, -0.421, -0.135], [0.134, -0.099, -0.056], [-1.242, 0.480, -1.597], [-0.214, 0.183, 0.093], [0.014, -0.305, 0.073], [-0.904, 0.987, 1.196], [0.126, -0.070, 0.060], [0.038, -0.033, 0.070], [-4.792, 0.899, 0.728], [0.293, -0.206, 0.060], [0.039, -0.053, -0.140], [-1.188, 0.509, -1.323], [-0.223, -0.139, 0.001], [0.238, 0.077, -0.267], [-0.341, -1.752, 0.877], [-0.023, 0.155, -0.153], [0.052, -0.114, 0.109], [0.010, 0.029, 0.052], [-1.259, 0.122, 1.548], [2.649, 2.509, 1.745], [1.081, 1.283, -0.715], [0.226, 0.000, -0.013], [0.015, -0.156, -0.028], [0.207, -0.371, -0.969], [-0.037, -0.240, 0.051], [0.170, 0.008, -0.061], [1.111, 0.725, 1.376], [0.056, -0.114, -0.037], [0.526, 0.117, -0.942], [-0.011, -0.063, -0.118], [1.946, -0.246, 0.722], [-0.266, 0.252, 0.289], [0.200, 0.069, -0.060], [0.801, 1.325, -0.912], [-0.017, -0.052, 0.000], [0.672, 3.119, -0.575], [-0.523, 1.486, -0.328], [-0.155, 1.890, 0.035], [-1.318, -1.035, -1.002], [-0.221, -0.049, 0.192], [-0.066, -0.021, 0.302], [0.025, -0.093, -0.089], [-0.045, 0.040, -0.109], [-3.834, -1.165, -1.320], [-0.031, 0.087, -0.073], [-0.094, 0.264, 0.039], [0.068, 0.011, 0.074], [0.091, 0.157, -0.008], [-0.037, -0.063, -0.004], [-1.377, 0.959, 0.676], [0.008, -0.259, 1.534], [-0.029, 0.104, 0.021], [0.926, -0.383, 1.602], [0.091, 0.156, -0.911], [-0.019, 0.295, -0.067], [-0.179, -1.619, -0.018], [0.074, 0.006, -0.001], [-0.023, -0.018, 0.057], [0.057, 0.104, 0.125], [0.052, -0.023, -0.174], [5.543, -1.201, -0.223], [-0.761, -1.412, -0.890], [1.324, 0.560, -0.901], [-0.006, -0.071, 0.028], [-0.091, 0.056, -0.003], [-0.258, 0.019, -0.122], [1.258, 1.031, 0.933], [3.862, 0.782, -2.913], [-0.047, -0.059, 0.057], [0.280, -0.119, -0.010], [-0.140, -0.248, -0.062], [-0.156, 0.275, -0.076], [0.069, -0.109, -0.017], [-0.931, -2.703, 0.597], [0.026, 0.045, -0.027], [0.606, 1.470, -0.760], [-1.413, 2.960, 1.453], [0.125, 0.093, -0.011], [-0.080, 0.044, 0.020], [1.503, -1.404, -0.208], [0.032, -0.069, -0.084], [-0.120, -0.022, 0.003], [-0.380, -2.158, 0.276], [-1.487, 0.234, 0.877], [-0.073, -0.047, 0.006], [-0.206, 0.116, 0.136], [0.185, -0.022, -0.141], [-0.851, -0.847, -1.252], [-0.224, 0.123, -0.030], [-1.159, 2.354, -0.809], [-0.009, 0.053, -0.061], [0.055, -0.077, -0.100], [0.002, -0.317, 0.429]],
  "lowdin_charge": [0.1106, -0.1501, -0.0188, -0.0846, 0.1134, 0.1167, 0.1187, 0.0717, -0.1163, 0.0906, -0.0429, -0.1899, 0.0708, 0.1271, 0.0526, -0.1538, 0.1081, 0.1194, -0.1041, 0.1334, -0.1128, 0.0669, 0.1042, 0.0382, 0.0686, 0.0610, -0.2458, -0.1954, 0.1089, 0.1039, 0.1185, -0.2601, 0.1289, -0.2703, 0.0755, -0.3731, -0.2475, 0.0999, 0.1340, 0.1112, -0.2451, 0.0966, -0.2758, 0.1029, 0.0675, -0.1503, -0.0240, 0.0972, 0.0946, 0.0980, -0.0909, -0.2517, 0.1088, 0.1338, 0.0548, 0.1803, 0.0990, -0.1742, -0.1928, 0.1125, 0.0573, 0.0557, -0.1230, 0.1414, 0.1390, 0.1043, -0.0836, -0.1946, 0.0536, -0.0904, -0.0187, 0.0814, 0.1182, 0.0673, -0.0946, 0.0741, 0.1012, 0.0701, 0.0762, 0.0943, -0.1039, -0.0844, 0.1369, 0.0737, 0.0690, -0.2688, 0.1211, 0.0518, 0.0894, -0.0586, 0.0649, 0.0626, -0.0851, 0.0672, 0.1491, 0.0668, -0.2523, 0.1157, -0.0932, 0.0593, -0.0574, 0.0627, 0.1315, -0.3889, -0.0876, 0.0727, 0.1009, 0.0562, 0.0801, 0.0250, 0.1175, 0.0764, 0.1083, 0.0762, 0.1257, -0.0883, -0.0765, 0.0673, 0.0570, 0.0022],
  "charge": 1,
  "mol_weight_da": 675.0,
  "e_homo_ev": -9.613,
  "homo_lumo_gap_ev": 4.76
}